No. 1
{"formula": "C5H6O", "method": "wB97M-V/def2-TZVPD", "total_energy_ha": -269.23617, "orbital_gap_ev": 10.4, "de_lowest_kcal_mol": 69.1, "e_lumo_ev": 1.2, "max_force_ev_per_a": 3.38, "symbols": ["C", "C", "H", "H", "H", "C", "H", "C", "H", "C", "O", "H"], "xyz": [[0.92624, -0.29608, 0.95892], [-1.26420, -0.54938, 0.05105], [0.35424, -2.05548, -0.46270], [-2.18751, -1.18730, -0.00084], [0.51498, -0.33353, 1.99292], [0.47340, 0.93873, 0.07702], [2.02449, -0.29966, 0.81455], [0.15596, -0.99214, -0.26768], [0.96542, 1.87809, -0.00015], [-1.13086, 0.74595, 0.21048], [0.65114, 0.16401, -1.08764], [-1.84396, 1.60333, 0.17870]]}

No. 2
{"formula": "C5H6O", "method": "wB97M-V/def2-TZVPD", "total_energy_ha": -269.16457, "orbital_gap_ev": [8.0, 8.0], "de_lowest_kcal_mol": 114.0, "e_lumo_ev": [0.5, 0.5], "max_force_ev_per_a": 1.06, "symbols": ["C", "H", "H", "C", "C", "C", "C", "H", "H", "H", "O", "H"], "xyz": [[-0.02182, 0.02694, 0.93012], [1.67386, -0.17824, -1.82078], [-1.71075, -0.90961, -2.31360], [-0.01089, 0.32624, -0.26002], [0.93838, 0.58222, -1.54338], [-0.20947, -0.22050, 2.34606], [-0.45431, 0.40125, -1.75926], [0.43138, 0.44647, 2.93117], [-1.24312, -0.03173, 2.65843], [1.31369, 1.58896, -1.40309], [-0.75770, -0.78498, -2.38177], [0.05077, -1.24703, 2.61613]]}

No. 3
{"formula": "C5H6O", "method": "wB97M-V/def2-TZVPD", "total_energy_ha": -269.29526, "orbital_gap_ev": 10.4, "de_lowest_kcal_mol": 32.0, "e_lumo_ev": 0.7, "max_force_ev_per_a": 0.44, "smiles": "C=C=CC(C)=O", "symbols": ["C", "H", "H", "C", "C", "H", "H", "C", "H", "C", "H", "O"], "xyz": [[0.64802, -0.00786, 0.22175], [1.57654, -1.34115, -2.63320], [1.32283, 0.66536, 0.74799], [1.10695, -0.85258, -0.67021], [-1.29970, 1.40683, 1.05319], [-0.94376, 2.24291, 0.44026], [1.77873, -2.69652, -1.37072], [-0.82446, 0.09528, 0.46923], [-2.39026, 1.41057, 1.08911], [1.51296, -1.66849, -1.59875], [-0.89717, 1.54736, 2.06304], [-1.59066, -0.80170, 0.18833]]}